# 1
{
  "formula": "C5H7N2O",
  "method": "ωB97M-V with the def2-TZVPD basis set",
  "symbols": ["O", "C", "N", "C", "C", "C", "N", "C", "H", "H", "H", "H", "H", "H", "H"],
  "coordinates": [[-2.80077, 1.88520, -1.80330], [-1.89430, 1.17311, -1.80184], [-0.96022, 0.39386, -1.62838], [-0.43761, 0.39453, -0.26342], [-0.58351, -0.95770, 0.52093], [0.79477, -1.32364, 0.96319], [1.68135, -0.46634, 0.62757], [1.05328, 0.69586, -0.04800], [-1.02387, 1.15452, 0.26791], [-0.79885, -1.68639, -0.28757], [-1.41534, -1.03888, 1.22014], [0.98270, -2.25719, 1.49189], [2.67948, -0.53148, 0.79325], [1.04661, 1.44759, 0.75784], [1.64664, 1.15573, -0.84031]],
  "atomic_forces_ev_per_a": [[0.07, 0.02, -0.76], [-0.06, -0.27, 0.97], [0.42, -0.24, -0.23], [-0.40, 0.01, 1.07], [0.27, -0.30, -2.01], [-0.82, -0.23, 0.44], [-1.05, -0.29, -0.82], [0.33, 2.00, 1.03], [0.47, -0.12, 0.25], [-0.11, -0.15, 0.42], [0.38, 0.07, 0.25], [0.41, 0.27, -0.06], [-0.02, -0.15, 0.02], [0.24, 0.05, -0.34], [-0.13, -0.68, -0.23]],
  "largest_force_ev_per_a": 2.28,
  "de_lowest_kj_mol": 20.8,
  "molar_mass_g_mol": 111.12,
  "smiles": "O=C=N[C@H]1CC=[NH+]C1",
  "total_charge": 1,
  "multiplicity": 1,
  "gap_ev": 9.594
}

=====

# 2
{
  "formula": "H3N3O3",
  "method": "ωB97M-V with the def2-TZVPD basis set",
  "symbols": ["N", "N", "N", "O", "O", "O", "H", "H", "H"],
  "coordinates": [[2.29532, -0.27138, -0.03926], [2.41829, -1.41607, -0.46792], [2.47023, 0.88204, -0.32605], [2.67639, 2.00746, 0.09445], [-0.72005, 0.68569, -0.77969], [-0.69665, 0.49492, 0.62403], [-0.66710, 1.46116, 1.00454], [1.74814, -2.14910, -0.25529], [-1.61949, 0.93644, -1.03022]],
  "atomic_forces_ev_per_a": [[-0.55, 1.34, 0.09], [1.94, -0.82, -0.58], [-1.14, -0.60, -0.50], [0.46, -0.87, 0.48], [0.62, 0.14, -0.61], [-0.44, 2.52, 1.22], [0.09, -2.52, -1.07], [-0.75, 0.97, 0.51], [-0.22, -0.16, 0.47]],
  "largest_force_ev_per_a": 2.83,
  "de_lowest_kj_mol": 663.8,
  "molar_mass_g_mol": 93.04,
  "smiles": "[H]/N=N/N=O.OO",
  "multiplicity": 1,
  "gap_ev": 8.548
}

=====

# 3
{
  "formula": "C28H18N5O4Pb",
  "method": "ωB97M-V with the def2-TZVPD basis set",
  "symbols": ["Pb", "O", "C", "N", "C", "C", "C", "C", "C", "C", "N", "C", "O", "C", "C", "C", "C", "C", "N", "C", "C", "C", "C", "C", "N", "H", "H", "H", "H", "H", "H", "H", "H", "H", "H", "H", "H", "O", "C", "O", "C", "C", "C", "C", "C", "C", "C", "C", "C", "N", "H", "H", "H", "H", "H", "H"],
  "coordinates": [[-0.53745, 0.50081, 0.51951], [1.52142, 1.57008, -3.52605], [1.23054, 1.31199, -2.33626], [0.17878, 1.70313, -1.58545], [-0.71054, 2.64432, -1.99487], [-0.70834, 3.17921, -3.30031], [-1.47519, 4.29945, -3.62952], [-2.42561, 4.80252, -2.70410], [-2.64724, 4.13308, -1.48750], [-1.68740, 3.16055, -1.07987], [-1.72106, 2.59454, 0.15149], [-1.96739, 3.35510, 1.27292], [-2.48748, 4.50315, 1.28885], [-1.56606, 2.86756, 2.59108], [-1.47541, 3.73551, 3.69723], [-0.92535, 3.32607, 4.90706], [-0.44026, 2.00512, 5.00157], [-0.59857, 1.19122, 3.89228], [-1.23378, 1.59073, 2.76051], [2.30776, 0.58230, -1.61184], [3.48910, 0.30085, -2.41593], [4.57584, -0.26663, -1.84347], [4.50874, -0.58018, -0.48947], [3.35701, -0.25618, 0.22564], [2.22487, 0.21466, -0.35379], [-0.05826, 2.71505, -4.03679], [-1.31442, 4.85824, -4.53309], [-3.00383, 5.72327, -2.94932], [-3.33674, 4.50332, -0.74039], [-1.71787, 4.79769, 3.46687], [-0.93518, 4.05617, 5.71308], [0.10555, 1.63304, 5.86965], [-0.24368, 0.12952, 3.98987], [3.44629, 0.60669, -3.47260], [5.53141, -0.34475, -2.42097], [5.34275, -1.03259, 0.11132], [3.35832, -0.29698, 1.28181], [-4.12040, -2.07735, 0.08893], [-2.91549, -1.72830, 0.09968], [-2.57072, -0.46926, 0.05109], [-1.90074, -2.83816, 0.14146], [-2.53776, -4.16903, 0.37474], [-1.72551, -5.26794, 0.34044], [-0.36801, -5.04619, 0.09856], [0.49204, -6.13343, -0.08436], [1.84560, -5.97364, -0.40559], [2.35972, -4.66851, -0.49158], [1.56286, -3.53904, -0.21416], [0.18519, -3.73199, 0.05459], [-0.63523, -2.64203, 0.13221], [-3.57461, -4.15693, 0.59781], [-2.09249, -6.28021, 0.40759], [0.13329, -7.14346, 0.10783], [2.45909, -6.84228, -0.57508], [3.42867, -4.51088, -0.73005], [2.01321, -2.59900, -0.22324]],
  "atomic_forces_ev_per_a": [[-0.05, 0.37, -0.68], [-0.63, -0.05, 0.60], [-0.76, 0.94, -0.46], [1.30, -1.65, 0.62], [-1.55, 1.52, -1.39], [-0.11, 0.37, -0.21], [-0.81, 0.23, 1.59], [-0.06, -0.22, -0.43], [1.90, 0.35, -0.40], [-0.93, 0.39, -1.82], [0.77, -0.50, 4.18], [-1.43, 1.60, -2.82], [0.66, -1.09, 0.02], [0.62, -1.21, 2.25], [0.26, 1.22, -0.73], [-0.45, -0.32, -0.73], [0.02, 0.66, -0.15], [-0.64, -0.46, 0.12], [1.16, -0.55, 0.64], [1.80, -1.51, -1.29], [-1.80, 0.95, -0.18], [1.48, -0.19, -0.26], [0.34, -0.19, 1.87], [0.04, -0.14, -1.83], [1.03, 0.70, 0.65], [-0.12, 0.39, 0.27], [0.02, -0.16, -0.47], [0.39, -0.89, 0.16], [-0.03, -0.14, -0.27], [-0.07, -0.99, 0.52], [0.37, -0.34, 0.05], [-0.32, 0.14, -0.16], [-0.48, 1.05, -0.59], [0.08, -0.15, 0.79], [-1.00, -0.32, 0.57], [-0.69, 0.63, -0.92], [-0.21, -0.52, 1.02], [1.82, 0.19, 0.07], [-2.39, 2.12, -0.32], [0.31, -1.70, 0.02], [-1.83, -2.05, 1.41], [2.05, 0.73, -0.40], [-1.39, 1.37, -0.06], [1.77, -0.04, -0.11], [1.65, -0.57, -0.02], [-1.47, 0.61, 0.29], [0.14, 1.04, 0.32], [-0.11, -3.20, -0.12], [-0.04, -0.27, -0.39], [0.63, 0.60, -0.64], [-0.67, -0.14, -0.16], [-0.10, -0.12, 0.22], [-0.18, 0.15, -0.30], [0.18, -0.07, 0.00], [-0.73, -0.11, 0.13], [0.30, 1.54, -0.09]],
  "largest_force_ev_per_a": 4.28,
  "de_lowest_kj_mol": 82.2,
  "molar_mass_g_mol": 695.68,
  "total_charge": -1,
  "multiplicity": 1,
  "gap_ev": 6.255
}

=====

# 4
{
  "formula": "C41H43N4OPtSbSi",
  "method": "ωB97M-V with the def2-TZVPD basis set",
  "symbols": ["Pt", "C", "C", "C", "C", "C", "C", "N", "C", "C", "C", "C", "C", "C", "N", "N", "C", "C", "C", "C", "C", "N", "H", "H", "H", "H", "H", "H", "H", "H", "H", "H", "H", "H", "H", "C", "C", "Sb", "C", "C", "C", "C", "H", "H", "H", "H", "H", "H", "H", "H", "H", "H", "H", "H", "H", "H", "H", "O", "Si", "C", "C", "C", "C", "C", "C", "C", "C", "C", "C", "C", "C", "C", "C", "C", "C", "C", "C", "H", "H", "H", "H", "H", "H", "H", "H", "H", "H", "H", "H", "H", "H", "H"],
  "coordinates": [[0.25997, -0.11814, -0.60796], [-3.63951, 2.51064, 2.20079], [-3.22261, 1.20867, 1.97053], [-2.07655, 0.96121, 1.24780], [-1.29328, 2.02118, 0.74359], [-1.75739, 3.33318, 0.95137], [-2.90577, 3.56319, 1.67424], [-0.18766, 1.69352, 0.02573], [0.58600, 2.58555, -0.69916], [1.03411, 3.82672, -0.26311], [1.79867, 4.62690, -1.09753], [2.14309, 4.20366, -2.37353], [1.76807, 2.94964, -2.81793], [1.01900, 2.11894, -1.98230], [0.70065, 0.81494, -2.23160], [1.19993, 0.11185, -3.23239], [1.16111, -1.19855, -3.01851], [1.59731, -2.12349, -3.99709], [1.55814, -3.46319, -3.72251], [1.03638, -3.91040, -2.49768], [0.59932, -2.97555, -1.58960], [0.68880, -1.66566, -1.80505], [-4.53504, 2.70721, 2.76810], [-3.79434, 0.37959, 2.36057], [-1.74557, -0.05293, 1.05366], [-1.22653, 4.16460, 0.52421], [-3.23568, 4.58094, 1.81693], [0.84211, 4.14367, 0.75053], [2.14346, 5.58598, -0.74400], [2.74614, 4.84035, -3.00386], [2.06434, 2.57909, -3.78501], [1.95701, -1.74043, -4.93826], [1.90024, -4.18262, -4.44921], [0.97828, -4.96200, -2.26724], [0.16142, -3.25749, -0.64099], [-5.33988, -2.00464, -2.15427], [-4.89621, -0.57427, -2.38112], [-2.71813, -0.30672, -2.17520], [-2.15236, -1.03539, -4.18788], [-3.15713, -0.83144, -5.30494], [-2.75772, 1.85852, -2.58305], [-3.87967, 2.35031, -3.47529], [-6.42339, -2.08320, -2.24640], [-5.05837, -2.33952, -1.15756], [-4.88558, -2.67258, -2.88472], [-5.34699, 0.08215, -1.63821], [-5.20219, -0.23082, -3.36575], [-1.94286, -2.10042, -4.06793], [-1.21172, -0.53592, -4.42104], [-4.10851, -1.30337, -5.06956], [-2.78376, -1.27437, -6.22887], [-3.32843, 0.22523, -5.49387], [-1.78547, 2.10454, -3.00968], [-2.82711, 2.34013, -1.60677], [-3.82449, 1.90817, -4.46616], [-3.82027, 3.43223, -3.59325], [-4.84977, 2.11452, -3.04517], [0.38545, -1.05687, 1.26825], [1.50112, -1.02535, 2.39120], [3.04891, -0.00234, 1.88648], [4.03340, 0.44011, 2.76470], [5.11631, 1.18328, 2.32671], [5.23921, 1.52091, 0.99028], [4.28590, 1.07280, 0.09213], [3.22320, 0.31175, 0.54360], [0.79556, -0.28335, 4.00991], [-0.52366, 0.14970, 4.06087], [-1.03500, 0.79623, 5.17201], [-0.22815, 1.01656, 6.27398], [1.07423, 0.54684, 6.26492], [1.57135, -0.10233, 5.14855], [2.15163, -2.80304, 2.67302], [1.68994, -3.83626, 1.86626], [2.20585, -5.11585, 1.95325], [3.18883, -5.39654, 2.88612], [3.63871, -4.39101, 3.72475], [3.13131, -3.10856, 3.60964], [3.96008, 0.21009, 3.81457], [5.87093, 1.50309, 3.03181], [6.07025, 2.12214, 0.64757], [4.37104, 1.30990, -0.95969], [2.50169, -0.07185, -0.17948], [-1.16003, -0.01660, 3.20844], [-2.06364, 1.13340, 5.17516], [-0.61267, 1.54304, 7.13611], [1.70535, 0.69241, 7.13116], [2.58512, -0.46975, 5.18036], [0.90750, -3.62092, 1.15718], [1.84435, -5.89439, 1.29426], [3.59779, -6.39382, 2.96005], [4.39274, -4.61067, 4.46782], [3.51178, -2.33665, 4.26123]],
  "atomic_forces_ev_per_a": [[-0.49, -0.73, 0.76], [-0.12, 0.10, 0.05], [-0.10, 0.15, -0.03], [0.33, 0.21, -0.29], [-1.23, 0.17, 1.01], [0.36, -0.33, -0.19], [-0.21, -0.09, 0.11], [1.43, 1.06, -0.73], [-0.73, -1.19, 0.25], [0.41, 1.01, -0.08], [-0.55, -0.37, 0.79], [0.06, -0.63, -0.89], [0.30, 0.40, -0.07], [-0.08, 0.84, 0.09], [1.04, -1.99, -0.31], [-0.06, 3.13, 0.27], [-0.65, -2.57, 0.60], [-0.16, 0.87, 0.38], [-0.31, -0.40, 0.61], [0.18, 0.14, -0.59], [0.00, -0.13, 0.31], [0.63, -0.22, -1.11], [-0.12, 0.01, 0.08], [-0.07, -0.10, 0.03], [-0.10, 0.09, 0.18], [0.00, 0.16, -0.04], [-0.06, 0.11, 0.04], [-0.09, -0.03, 0.01], [0.06, 0.08, 0.10], [0.00, 0.00, -0.08], [0.10, -0.04, -0.13], [0.04, 0.06, -0.06], [0.07, -0.04, -0.11], [-0.05, -0.04, 0.03], [0.09, 0.06, -0.03], [0.03, 0.06, 0.02], [0.58, 0.17, -0.02], [-0.80, 0.10, -0.42], [-0.14, 0.21, 0.56], [0.11, -0.01, -0.02], [0.11, -0.56, 0.15], [0.05, 0.03, -0.02], [-0.06, -0.14, 0.00], [0.01, -0.15, 0.05], [0.00, -0.17, -0.02], [-0.01, 0.14, 0.03], [-0.02, 0.14, -0.08], [0.11, 0.00, 0.07], [0.10, -0.02, -0.02], [-0.13, 0.01, -0.05], [-0.05, -0.03, -0.13], [-0.10, 0.02, -0.06], [0.12, 0.06, 0.02], [0.13, -0.04, 0.08], [-0.10, 0.01, -0.08], [-0.05, 0.11, -0.03], [-0.12, 0.01, -0.05], [-0.96, 0.34, -2.01], [1.01, 0.00, 1.18], [-0.55, -0.29, 0.06], [-0.05, 0.00, 0.11], [0.14, 0.06, 0.09], [0.02, 0.06, -0.11], [0.09, 0.06, -0.09], [-0.11, -0.23, -0.27], [0.37, -0.43, -0.63], [-0.09, -0.06, -0.20], [-0.15, 0.06, 0.07], [-0.04, 0.02, 0.06], [0.08, 0.04, 0.19], [0.12, 0.05, 0.15], [-0.32, 0.63, -0.07], [-0.10, 0.11, -0.09], [0.02, -0.17, -0.03], [-0.01, -0.10, -0.02], [0.14, -0.06, 0.12], [0.06, -0.01, 0.05], [0.02, 0.01, 0.18], [0.02, 0.04, 0.07], [0.06, 0.01, 0.01], [0.03, 0.02, -0.10], [0.37, 0.16, 0.13], [-0.02, 0.00, -0.04], [-0.04, 0.02, -0.03], [-0.03, 0.01, 0.07], [0.04, -0.01, 0.05], [0.15, -0.03, 0.04], [-0.10, 0.02, -0.07], [-0.04, -0.06, -0.01], [0.04, -0.07, 0.03], [0.07, 0.01, 0.04], [0.11, 0.11, 0.12]],
  "largest_force_ev_per_a": 3.14,
  "de_lowest_kj_mol": 63.2,
  "molar_mass_g_mol": 952.75,
  "multiplicity": 1,
  "gap_ev": [4.709, 5.032]
}